Formula: C8H4Br3Cl16F3NO4S2
Source: the Open Molecules 2025 dataset
Level of theory: wB97M-V/def2-TZVPD

strongest force on any atom	2.29	eV/A
net charge	-1
highest occupied orbital energy	-6.473	eV

```
41
Properties=species:S:1:pos:R:3:mulliken_charge:R:1
O -3.764 -0.891 4.377 -0.623
S -2.773 -1.259 3.434 0.882
O -3.193 -0.995 2.097 -0.513
Br -2.552 -3.471 3.586 -0.207
N -1.426 -0.472 3.822 -0.323
S -0.085 -1.063 3.148 1.078
O -0.188 -1.298 1.740 -0.381
O 0.434 -2.238 3.798 -0.648
C 1.147 0.220 3.461 -1.021
C 1.707 0.019 4.877 -1.198
C 2.120 1.290 5.599 0.672
F 3.330 1.734 5.242 -0.282
Br 2.260 0.798 7.513 -0.128
C 1.096 2.472 5.467 0.359
F -0.113 2.044 5.314 -0.130
F 1.481 3.196 4.429 -0.190
Br 1.071 3.732 6.973 -0.148
H 1.905 0.105 2.698 0.475
H 0.639 1.166 3.302 0.412
H 1.065 -0.578 5.508 0.659
H 2.615 -0.569 4.775 0.386
C -0.844 1.013 -1.343 0.109
Cl 0.905 0.993 -1.060 -0.135
Cl -1.663 0.213 -0.020 0.126
Cl -1.398 2.695 -1.474 -0.138
Cl -1.196 0.163 -2.860 -0.015
C -1.813 -3.825 -0.677 0.321
Cl -2.665 -5.276 -1.259 -0.144
Cl -2.908 -2.448 -0.684 -0.072
Cl -1.254 -4.068 0.968 -0.054
Cl -0.430 -3.488 -1.738 -0.120
C -0.168 -1.069 -6.852 0.347
Cl -0.777 -0.425 -8.384 -0.092
Cl 1.008 0.055 -6.164 -0.086
Cl -1.508 -1.274 -5.724 -0.069
Cl 0.606 -2.632 -7.139 -0.102
C 1.465 3.085 -9.349 0.337
Cl 1.057 3.171 -11.068 -0.106
Cl 2.441 4.491 -8.904 -0.099
Cl -0.018 3.074 -8.391 -0.067
Cl 2.383 1.608 -9.038 -0.072
```